C4H12N2O | the ωB97M-V functional and the def2-TZVPD basis

Positions of all 19 atoms, in Å:
C: -0.805 -0.540 1.653
O: -1.082 -1.899 1.932
C: -0.726 -0.310 0.139
C: 0.330 0.737 -0.206
C: 1.114 0.417 -1.503
N: 2.573 0.378 -1.435
N: -2.000 0.065 -0.442
H: 0.119 -0.203 2.127
H: -1.543 0.125 2.090
H: -0.508 -1.251 -0.366
H: -0.122 1.712 -0.354
H: 1.070 0.921 0.583
H: 0.818 -0.562 -1.875
H: 0.860 1.085 -2.325
H: 2.880 0.074 -0.517
H: 2.955 1.318 -1.437
H: -0.823 -2.094 2.842
H: -2.632 0.742 -0.052
H: -2.477 -0.717 -0.855

Summary:
* lowest unoccupied orbital energy: 0.89 eV
* energy above the lowest of the compared OMol25 structures with the same formula, charge and spin: 41.0 kcal per mole
* electronic energy: -344.31961 a.u.
* orbital gap: 9.706 eV
* SMILES: NCC[C@H](N)CO

Atomic partial charges in e from the natural (NBO) method, atoms 1 to 8: atom 1 (C): -0.06, atom 2 (O): -0.72, atom 3 (C): -0.07, atom 4 (C): -0.43, atom 5 (C): -0.21, atom 6 (N): -0.82, atom 7 (N): -0.87, atom 8 (H): 0.15